[1]
DFT (ωB97M-V with the def2-TZVPD basis set) results for 3 unconnected molecules or ions with the total composition C19H40N2O11PS2.

Last column: Löwdin charge in e.
Cartesian coordinates (Å):
1 C -0.4285 -3.1780 1.8739  -0.06
2 O -1.5984 -2.3720 1.7661  -0.16
3 C -1.9726 -2.0892 0.4310  -0.15
4 C -2.4063 -0.6667 0.4743  -0.12
5 N -1.6702 0.3637 0.2044  -0.13
6 P 0.0241 0.1905 -0.3241  0.99
7 C 1.0989 0.8969 0.9688  -0.24
8 C 0.1289 1.2269 -1.8068  -0.26
9 C -2.4183 1.6119 0.4372  -0.04
10 C -3.3738 1.1313 1.5696  -0.42
11 C -4.4983 2.0402 1.9549  0.02
12 O -2.5016 0.7193 2.6496  -0.08
13 N -2.4033 1.6946 3.7131  0.02
14 O -1.3293 2.1189 3.7824  0.13
15 C -3.7728 -0.2049 0.8710  -0.17
16 C -4.7227 -1.1662 1.5516  -0.11
17 C -5.4108 -2.1034 0.5066  -0.17
18 C -6.9357 -2.0944 0.5031  -0.09
19 C -7.6315 -0.7733 0.2825  -0.45
20 O -8.8389 -0.7242 0.0580  0.11
21 O -6.8681 0.3746 0.3187  0.07
22 H -0.2835 -3.8244 1.0141  0.10
23 H -0.5513 -3.8082 2.7464  0.09
24 H 0.4628 -2.5768 2.0244  0.09
25 H -1.1539 -2.2295 -0.2618  0.09
26 H -2.8114 -2.7280 0.1617  0.13
27 H 2.0456 0.3830 0.8503  0.04
28 H 0.7247 0.6579 1.9573  0.04
29 H 1.2293 1.9683 0.8676  0.05
30 H 1.1541 1.5437 -1.9708  0.04
31 H -0.1882 0.6776 -2.6843  0.04
32 H -0.4808 2.1269 -1.7587  0.04
33 H -1.7815 2.4221 0.7614  0.14
34 H -3.0382 1.8526 -0.4189  0.14
35 H -4.2243 2.7723 2.7037  0.09
36 H -4.8168 2.5851 1.0716  0.10
37 H -5.3494 1.4905 2.3308  0.08
38 H -4.2638 0.1453 -0.0412  0.16
39 H -4.2035 -1.8064 2.2547  0.12
40 H -5.4892 -0.6093 2.0669  0.10
41 H -5.0660 -3.1092 0.7189  0.11
42 H -5.0606 -1.8647 -0.4943  0.12
43 H -7.2665 -2.7104 -0.3257  0.13
44 H -7.3418 -2.5457 1.4018  0.14
45 H -7.4064 1.0246 0.7802  0.12
46 O 2.9066 6.3122 -3.6078  -0.26
47 S 2.6155 4.9911 -4.0635  0.56
48 O 2.0533 4.0312 -3.1589  -0.30
49 O 3.9154 4.3762 -4.7331  -0.26
50 C 5.1444 4.3993 -3.9717  -0.24
51 C 5.1845 3.3314 -2.8973  -0.07
52 C 1.6283 5.0624 -5.5174  -0.12
53 H 5.2957 5.3946 -3.5526  0.12
54 H 5.9328 4.2288 -4.7009  0.12
55 H 4.4536 3.5291 -2.1142  0.07
56 H 6.1733 3.3009 -2.4405  0.08
57 H 4.9589 2.3530 -3.3219  0.08
58 H 2.0790 5.7659 -6.2110  0.08
59 H 0.6404 5.4038 -5.2173  0.08
60 H 1.5690 4.0677 -5.9504  0.08
61 O 5.5375 -1.6738 1.2083  -0.28
62 S 5.0504 -2.9303 0.7289  0.56
63 O 3.6392 -3.1797 0.6804  -0.30
64 O 5.7634 -4.1020 1.5215  -0.26
65 C 5.7277 -4.0671 2.9668  -0.24
66 C 4.3872 -4.4984 3.5264  -0.07
67 C 5.7474 -3.2750 -0.8485  -0.12
68 H 6.0067 -3.0720 3.3150  0.12
69 H 6.5069 -4.7550 3.2861  0.12
70 H 3.6061 -3.7789 3.2834  0.06
71 H 4.4479 -4.5833 4.6110  0.08
72 H 4.0904 -5.4610 3.1109  0.09
73 H 6.8205 -3.1153 -0.7989  0.08
74 H 5.2922 -2.5879 -1.5579  0.08
75 H 5.5153 -4.3019 -1.1166  0.08

Summary:
HOMO level in Ha: -0.436
LUMO in eV: -3.41
Charge: +1
Maximum force in eV/Å: 2.90
HOMO-LUMO gap in hartree: 0.310

[2]
DFT (ωB97M-V with the def2-TZVPD basis set) results for a molecular structure, C19H40N4PSSi2SrTe.

Last column: natural (NBO) charge in e.
Cartesian coordinates (Å):
1 Sr 1.3718 -0.5849 -0.1592  1.67
2 C -1.9142 -4.0611 -0.9261  -0.69
3 C -0.7020 -3.1836 -0.9689  0.20
4 N -0.1418 -2.6969 0.0887  -0.33
5 N -0.6894 -3.1026 1.2634  -0.47
6 C -0.1856 -2.5773 2.3633  0.32
7 N -0.7101 -3.0671 3.5013  -0.77
8 S 1.0245 -1.3424 2.5634  -0.58
9 C -0.0731 -2.8813 -2.2804  0.18
10 C -0.3745 -3.6551 -3.3995  -0.23
11 C 0.2506 -3.3889 -4.6049  -0.13
12 C 1.1646 -2.3505 -4.6802  -0.26
13 C 1.4092 -1.6267 -3.5288  0.05
14 N 0.8158 -1.8734 -2.3597  -0.56
15 H -2.4963 -3.8230 -0.0413  0.26
16 H -1.6373 -5.1163 -0.8546  0.24
17 H -2.5263 -3.9267 -1.8164  0.22
18 H -1.4023 -3.7945 3.4469  0.41
19 H -0.3938 -2.7254 4.3890  0.41
20 H -1.0785 -4.4691 -3.3212  0.24
21 H 0.0285 -3.9892 -5.4772  0.24
22 H 1.6739 -2.1061 -5.6008  0.24
23 H 2.1183 -0.8045 -3.5433  0.19
24 C 0.2081 4.6158 0.6698  -1.13
25 Si 0.5901 3.2580 1.8951  1.66
26 C 2.0228 2.2409 1.1947  -1.13
27 C 1.1045 3.9782 3.5367  -1.12
28 C -0.8876 2.1350 2.2038  -1.14
29 Te -1.5249 0.8496 0.6140  0.42
30 C -2.4828 2.3563 -0.5779  -1.13
31 Si -4.3407 2.4641 -0.2424  1.64
32 C -5.1253 0.8350 -0.7131  -1.12
33 C -5.0305 3.8509 -1.2860  -1.12
34 C -4.5978 2.8245 1.5741  -1.13
35 H 1.0394 5.3227 0.6209  0.25
36 H -0.6803 5.1798 0.9626  0.25
37 H 0.0498 4.2267 -0.3380  0.23
38 H 2.9653 2.7816 1.2979  0.26
39 H 1.8773 2.0777 0.1192  0.19
40 H 2.1287 1.2977 1.7411  0.23
41 H 1.9594 4.6478 3.4226  0.25
42 H 1.3844 3.1915 4.2404  0.25
43 H 0.2907 4.5520 3.9844  0.25
44 H -1.7709 2.7030 2.5015  0.25
45 H -0.6564 1.4450 3.0185  0.27
46 H -2.2769 2.1184 -1.6228  0.25
47 H -1.9788 3.2952 -0.3520  0.25
48 H -4.9612 0.6082 -1.7691  0.24
49 H -6.2044 0.8707 -0.5489  0.25
50 H -4.7287 0.0096 -0.1184  0.24
51 H -4.8670 3.6661 -2.3498  0.24
52 H -4.5645 4.8065 -1.0365  0.24
53 H -6.1061 3.9553 -1.1294  0.25
54 H -4.2086 2.0191 2.2018  0.24
55 H -5.6616 2.9270 1.7977  0.25
56 H -4.1121 3.7580 1.8691  0.24
57 C 5.6835 -0.9034 0.7765  -0.93
58 P 4.3428 -1.6617 -0.2030  0.71
59 C 4.1339 -3.2792 0.6212  -0.94
60 C 5.2070 -2.1322 -1.7448  -0.93
61 H 6.5416 -1.5746 0.8375  0.24
62 H 5.3261 -0.6940 1.7849  0.25
63 H 5.9978 0.0356 0.3214  0.24
64 H 5.0918 -3.7943 0.7122  0.24
65 H 3.4492 -3.9017 0.0431  0.24
66 H 3.6997 -3.1340 1.6109  0.26
67 H 6.0935 -2.7286 -1.5241  0.24
68 H 5.5096 -1.2388 -2.2914  0.24
69 H 4.5381 -2.7143 -2.3796  0.24

Summary:
HOMO level in Ha: -0.377
LUMO in eV: -2.76
Charge: +1
Maximum force in eV/Å: 0.22
HOMO-LUMO gap in hartree: 0.276
Energy relative to the best compared isomer or geometry (same formula, charge and spin) in eV: 0.118